No. 1
Here is a cluster of 10 separate species, C63H140Cl3N7 in total in a non-equilibrium geometry from OMol25. Energies are from ωB97M-V/def2-TZVPD.

Last column: Löwdin charge in e.
Geometry (Å):
C  4.5803  -6.5621  6.0433  -0.06
C  3.1434  -5.9485  6.3355  -0.19
C  3.1876  -4.4828  5.9812  -0.15
N  1.8853  -3.7472  5.7747  -0.24
C  2.2398  -2.2993  5.4748  -0.10
C  1.0823  -1.3129  5.6086  -0.16
C  0.3924  -1.3547  7.0119  -0.14
C  -0.0760  -2.8451  7.1432  -0.15
C  1.1213  -3.7382  7.0825  -0.13
C  0.9627  -4.3111  4.6904  0.05
H  5.3295  -6.1118  6.7074  0.09
H  4.9542  -6.3111  5.0678  0.06
H  4.5610  -7.6393  6.1359  0.08
H  2.8489  -6.0696  7.3706  0.11
H  2.4243  -6.5176  5.7420  0.10
H  3.8186  -4.3153  5.1038  0.14
H  3.6454  -3.8371  6.7343  0.14
H  2.9051  -2.0386  6.2954  0.14
H  2.7886  -2.1894  4.5508  0.13
H  1.5761  -0.4141  5.2909  0.10
H  0.2622  -1.4072  4.9099  0.09
H  1.1165  -1.0858  7.8196  0.13
H  -0.4425  -0.6910  7.1820  0.11
H  -0.4222  -2.9531  8.1643  0.13
H  -0.8404  -3.0846  6.3695  0.10
H  1.8656  -3.4880  7.8486  0.15
H  0.9095  -4.7495  7.3884  0.13
H  0.8341  -5.3762  4.8514  0.10
H  1.2585  -4.1876  3.6745  0.10
H  -0.0150  -3.7573  4.7223  0.09
C  -7.8003  -4.3113  4.9443  -0.04
C  -6.4621  -4.3915  4.1414  -0.20
C  -6.1273  -3.2299  3.1979  -0.09
N  -4.8318  -3.3685  2.3561  -0.25
C  -4.6102  -2.1067  1.4692  -0.11
C  -4.3389  -0.9371  2.3395  -0.17
C  -2.9729  -1.1780  2.9648  -0.18
C  -3.2033  -2.3005  3.9771  -0.14
C  -3.6612  -3.5721  3.2491  -0.13
C  -4.8440  -4.5740  1.4391  0.03
H  -8.0834  -3.2686  5.1509  0.09
H  -7.7115  -4.7308  5.9164  0.07
H  -8.4926  -4.7566  4.3088  0.06
H  -6.4624  -5.2894  3.5417  0.10
H  -5.6362  -4.5448  4.8185  0.09
H  -5.9205  -2.3240  3.7514  0.11
H  -6.9314  -3.0991  2.4860  0.14
H  -5.4668  -2.0878  0.8220  0.13
H  -3.6953  -2.2325  0.8383  0.06
H  -5.0360  -0.7911  3.1702  0.11
H  -4.4207  -0.0512  1.6935  0.14
H  -2.6458  -0.2898  3.5286  0.13
H  -2.2758  -1.5293  2.2128  0.05
H  -4.0022  -2.0371  4.6836  0.12
H  -2.3567  -2.4892  4.5839  0.08
H  -3.9454  -4.3761  3.8832  0.11
H  -2.8173  -3.8005  2.5905  0.11
H  -4.6629  -5.4621  2.0892  0.12
H  -4.0465  -4.4358  0.7397  0.07
H  -5.8309  -4.5966  1.0002  0.11
C  5.1773  1.1461  -0.7991  -0.09
C  4.1979  -0.0181  -1.0089  -0.25
C  3.0111  0.3373  -0.1591  -0.11
N  1.8426  -0.7180  -0.2225  -0.23
C  1.1881  -0.9479  1.1148  -0.16
C  0.6192  0.3807  1.6330  -0.17
C  -0.3134  0.9995  0.6211  -0.19
C  0.1207  1.0200  -0.8416  -0.15
C  0.7844  -0.3026  -1.2471  -0.09
C  2.4127  -2.0060  -0.5658  -0.06
H  5.4836  0.9894  0.2663  0.07
H  4.7293  2.1445  -0.9135  0.08
H  6.1117  1.0565  -1.3591  0.08
H  4.7569  -0.8556  -0.7209  0.09
H  4.0047  -0.1704  -2.0764  0.12
H  2.6402  1.2534  -0.5666  0.10
H  3.2725  0.5382  0.8703  0.02
H  1.9699  -1.3531  1.8007  0.13
H  0.3594  -1.6907  0.9568  -0.01
H  1.4898  1.0104  1.9410  0.08
H  0.0706  0.1538  2.5287  0.09
H  -0.6604  2.0076  0.9251  0.13
H  -1.2175  0.4003  0.6871  0.09
H  0.8553  1.8428  -0.9252  0.10
H  -0.5691  1.4146  -1.5576  0.10
H  1.2493  -0.1931  -2.2223  0.13
H  0.0461  -1.1420  -1.3229  0.07
H  1.5791  -2.7932  -0.7117  0.10
H  3.0545  -2.4280  0.2281  0.13
H  3.0055  -1.9465  -1.4536  0.08
C  -1.4772  9.1262  -2.5552  -0.09
C  -0.2456  8.3352  -3.0059  -0.23
C  -0.6993  7.5068  -4.1671  -0.13
N  0.3674  6.6327  -4.8589  -0.27
C  0.7616  5.6359  -3.8348  -0.16
C  1.8155  4.7041  -4.2947  -0.18
C  3.0496  5.4271  -4.8103  -0.18
C  2.6839  6.4271  -5.8235  -0.17
C  1.5879  7.3759  -5.2370  -0.09
C  -0.1931  5.8959  -6.0538  0.04
H  -2.2850  8.5262  -2.1054  0.09
H  -1.9133  9.7194  -3.3642  0.09
H  -1.2753  9.8181  -1.7838  0.06
H  0.1463  7.7315  -2.1787  0.12
H  0.4960  9.1064  -3.2232  0.12
H  -1.1725  8.0652  -5.0080  0.15
H  -1.4881  6.8064  -3.8442  0.14
H  1.1803  6.2023  -3.0133  0.12
H  -0.1393  5.1279  -3.4726  0.14
H  2.0060  3.9908  -3.4563  0.13
H  1.4039  4.0207  -5.0542  0.11
H  3.4436  6.0385  -3.9227  0.15
H  3.8308  4.7328  -5.1157  0.13
H  3.4753  7.0813  -6.0784  0.12
H  2.3818  6.0879  -6.7940  0.11
H  2.0154  7.8277  -4.3132  0.14
H  1.3129  8.1879  -5.9452  0.16
H  0.5689  5.3834  -6.5710  0.08
H  -0.6113  6.5773  -6.7982  0.12
H  -0.9839  5.2478  -5.6702  0.10
C  -5.2795  1.1826  -2.5795  -0.09
C  -5.7931  1.1580  -4.0032  -0.21
C  -4.9394  0.3916  -5.0450  -0.13
N  -4.9932  0.9844  -6.4233  -0.28
C  -6.3596  0.9715  -7.0258  -0.12
C  -6.8682  -0.4502  -7.2236  -0.17
C  -5.9581  -1.2061  -8.1477  -0.16
C  -4.4944  -1.1975  -7.5743  -0.14
C  -4.0556  0.2061  -7.3292  -0.12
C  -4.5466  2.4031  -6.4128  -0.05
H  -4.4049  1.7680  -2.6233  0.05
H  -5.0610  0.1841  -2.2065  0.07
H  -5.9846  1.7277  -1.8910  0.10
H  -5.8530  2.1633  -4.3784  0.09
H  -6.7909  0.7084  -3.9671  0.12
H  -5.2139  -0.6413  -5.1346  0.10
H  -3.8523  0.4807  -4.8049  0.08
H  -6.9856  1.7181  -6.5459  0.13
H  -6.2660  1.4636  -8.0205  0.15
H  -6.9468  -0.9306  -6.2458  0.11
H  -7.9403  -0.4084  -7.5101  0.14
H  -6.3208  -2.2013  -8.3184  0.11
H  -5.9230  -0.6917  -9.1072  0.12
H  -4.4194  -1.8407  -6.6756  0.11
H  -3.8786  -1.6401  -8.3525  0.12
H  -3.0700  0.2500  -6.8516  0.11
H  -3.9973  0.7880  -8.2118  0.12
H  -4.2880  2.6918  -7.4906  0.14
H  -3.6288  2.4974  -5.8553  -0.05
H  -5.3248  3.1373  -6.1380  0.11
C  9.0310  2.5237  3.3054  -0.08
C  7.8809  2.8973  4.2913  -0.21
C  6.8156  3.8576  3.6596  -0.07
N  5.9070  4.4574  4.7951  -0.28
C  6.8038  5.2111  5.7214  -0.13
C  6.0553  6.0234  6.7423  -0.19
C  5.1955  7.0803  6.1135  -0.17
C  4.2801  6.2976  5.1538  -0.18
C  4.8938  5.3688  4.1439  -0.11
C  5.2820  3.2769  5.3798  -0.05
H  8.8075  2.1892  2.3111  0.06
H  9.6059  1.7147  3.7482  0.08
H  9.7185  3.4022  3.2111  0.09
H  8.4179  3.3201  5.1314  0.10
H  7.4169  1.9986  4.7039  0.10
H  6.0804  3.4768  2.9482  0.12
H  7.3212  4.7161  3.2417  0.12
H  7.4950  5.8479  5.1374  0.16
H  7.4519  4.5009  6.2418  0.13
H  6.8793  6.4648  7.3602  0.15
H  5.5343  5.3873  7.4456  0.12
H  5.7855  7.7970  5.5693  0.12
H  4.5351  7.5862  6.8383  0.13
H  3.5743  7.0044  4.6144  0.14
H  3.5834  5.6884  5.7458  0.12
H  5.4857  5.8692  3.3431  0.15
H  4.1533  4.6893  3.7154  0.14
H  4.6561  3.5851  6.2273  0.12
H  6.0602  2.6534  5.7106  0.07
H  4.6867  2.7434  4.6188  -0.03
C  3.1226  -5.2051  -2.8335  -0.06
C  1.6896  -5.7845  -3.1534  -0.20
C  0.6998  -4.6364  -3.2434  -0.16
N  -0.7179  -4.9431  -3.5457  -0.27
C  -1.3722  -5.8198  -2.4519  -0.05
C  -2.8776  -6.0559  -2.7792  -0.16
C  -3.5491  -4.7219  -2.8612  -0.23
C  -2.9482  -3.9014  -3.9559  -0.16
C  -1.4362  -3.6638  -3.6822  -0.13
C  -0.8328  -5.6591  -4.8393  0.02
H  3.1438  -4.7737  -1.8173  0.07
H  3.3775  -4.4736  -3.5859  0.08
H  3.8421  -5.9998  -2.8212  0.07
H  1.3778  -6.6032  -2.4966  0.11
H  1.7323  -6.2736  -4.1481  0.11
H  1.0385  -3.9625  -4.0424  0.15
H  0.6582  -3.9996  -2.3633  0.10
H  -1.3005  -5.2716  -1.4979  0.09
H  -0.7679  -6.7169  -2.4369  0.12
H  -3.2620  -6.6794  -1.9505  0.13
H  -3.0987  -6.6271  -3.7293  0.13
H  -3.3883  -4.1233  -1.9429  0.10
H  -4.6275  -4.8559  -3.0356  0.13
H  -3.4295  -2.9257  -3.9080  0.12
H  -3.1722  -4.3482  -4.9239  0.12
H  -1.2963  -3.1275  -2.7447  0.08
H  -0.9966  -3.0461  -4.5020  0.15
H  -0.1261  -6.4280  -5.0558  0.10
H  -0.9129  -4.9364  -5.6942  0.14
H  -1.7544  -6.2182  -4.8573  0.08
Cl  -1.3083  -2.8828  0.0792  -0.10
Cl  -1.5401  1.9737  -4.9837  -0.48
Cl  4.1568  0.9050  3.2196  -0.36

Properties
LUMO	-6.201	eV
spin multiplicity	1
charge	+4
maximum force	3.11	eV Å⁻¹
HOMO-LUMO gap	8.188	eV
total energy	-115569.19806	eV



No. 2
Here is a structure of composition C32H40BrHgN15Si in a non-equilibrium geometry from OMol25. Energies are from ωB97M-V/def2-TZVPD.

Last column: Löwdin charge in e.
Geometry (Å):
Hg  -1.7701  1.0679  0.2558  1.03
C  -0.0996  1.7663  4.4907  -0.12
C  -0.0347  1.6437  3.1160  -0.13
N  -0.7248  0.7201  2.4601  0.02
C  -1.4873  -0.1267  3.1835  -0.21
C  -1.4781  -0.0206  4.5814  -0.08
N  -0.8110  0.9118  5.2282  0.08
C  -2.3183  -1.0664  2.4293  -0.23
C  -3.0225  -2.0829  3.0442  0.04
C  -3.8496  -2.9450  2.2936  -0.16
C  -3.8948  -2.7025  0.9146  0.04
C  -3.1539  -1.6841  0.3445  -0.23
N  -2.3620  -0.8729  1.0916  0.00
C  -3.1834  -1.4130  -1.0828  -0.19
C  -3.9380  -2.1256  -2.0264  -0.09
N  -3.9515  -1.8465  -3.3104  0.07
C  -3.1735  -0.8312  -3.7117  -0.13
C  -2.4081  -0.1108  -2.8171  -0.12
N  -2.4158  -0.3761  -1.5140  0.03
C  -4.6014  -4.0276  2.8985  -0.17
C  -5.3721  -4.9298  2.1405  -0.03
C  -6.0433  -5.9595  2.7658  -0.17
N  -6.0240  -6.1852  4.0746  0.03
C  -5.3087  -5.3340  4.8013  -0.17
C  -4.6029  -4.2675  4.2847  -0.02
H  0.3935  2.5674  5.0220  0.10
H  0.5686  2.3122  2.5106  0.10
H  -2.0477  -0.6910  5.2101  0.11
H  -2.9266  -2.2069  4.1078  0.08
H  -4.5192  -3.2995  0.2740  0.09
H  -4.5728  -2.9536  -1.7415  0.10
H  -3.1936  -0.6085  -4.7687  0.10
H  -1.7662  0.7015  -3.1351  0.08
H  -5.4541  -4.8390  1.0683  0.09
H  -6.6325  -6.6601  2.1839  0.10
H  -5.2977  -5.5285  5.8685  0.10
H  -4.0601  -3.6250  4.9604  0.09
N  -3.2145  4.2441  -0.1163  0.13
C  -3.4623  3.5839  1.0562  -0.47
N  -4.1781  4.0923  2.0519  0.01
N  -4.1850  3.1412  2.9802  -0.11
N  -3.5257  2.1191  2.5967  -0.08
N  -3.0344  2.3416  1.3595  -0.12
C  -2.3064  3.8620  -1.0609  -0.46
N  -1.9973  4.5988  -2.1231  0.02
N  -1.1067  3.8766  -2.7890  -0.10
N  -0.8759  2.7708  -2.1952  -0.12
N  -1.6146  2.7032  -1.0672  -0.12
H  -3.6030  5.1700  -0.2038  0.14
C  4.6955  2.5887  -2.8338  -0.09
C  3.3082  2.3658  -2.2222  -0.62
C  3.0250  3.4989  -1.2310  -0.11
C  2.2616  2.5134  -3.3321  -0.11
Si  3.1964  0.6109  -1.3468  0.63
Br  1.0430  0.5009  -0.3844  0.49
C  3.1710  -0.9413  -2.5592  -0.63
C  2.8221  -2.2327  -1.8131  -0.12
C  4.5157  -1.1516  -3.2593  -0.09
C  2.0919  -0.7537  -3.6317  -0.11
C  4.3092  0.4077  0.2746  -0.63
C  4.0536  1.5678  1.2426  -0.11
C  3.9630  -0.8751  1.0374  -0.12
C  5.8059  0.3735  -0.0415  -0.09
H  4.7335  3.5641  -3.3155  0.09
H  4.9217  1.8357  -3.5836  0.06
H  5.4765  2.5581  -2.0789  0.06
H  2.9146  4.4361  -1.7738  0.09
H  3.8293  3.6305  -0.5156  0.06
H  2.0962  3.3225  -0.6983  0.06
H  2.2567  3.5427  -3.6865  0.09
H  1.2579  2.3038  -2.9712  0.03
H  2.4818  1.8831  -4.1859  0.06
H  3.6294  -2.5548  -1.1653  0.06
H  2.6440  -3.0316  -2.5318  0.08
H  1.9215  -2.1101  -1.2212  0.05
H  5.3109  -1.3407  -2.5437  0.06
H  4.7944  -0.2881  -3.8557  0.06
H  4.4517  -2.0118  -3.9243  0.09
H  1.1552  -0.4237  -3.1948  0.05
H  1.9067  -1.6979  -4.1416  0.08
H  2.3993  -0.0364  -4.3839  0.06
H  2.9904  1.7349  1.3778  0.04
H  4.5162  2.4849  0.8958  0.06
H  4.4791  1.3381  2.2181  0.08
H  2.8953  -0.9510  1.2102  0.05
H  4.4588  -0.8665  2.0070  0.08
H  4.2996  -1.7593  0.5089  0.06
H  6.1313  1.2844  -0.5342  0.06
H  6.0574  -0.4669  -0.6814  0.06
H  6.3706  0.2728  0.8841  0.09

Properties
LUMO (alpha / beta)	1.849 / 1.769	eV
spin multiplicity	2
charge	-1
maximum force	3.04	eV Å⁻¹
HOMO-LUMO gap (alpha / beta)	4.848 / 7.192	eV
total energy	-138281.37864	eV